(1)
DFT (ωB97M-V/def2-TZVPD) results for 2 unconnected molecules or ions with the total composition C5H16N3 in a non-equilibrium geometry.

Output
- Relative energy (zero: lowest compared OMol25 entry of this formula, charge and spin): 417.2 kJ/mol
- HOMO level: -13.07 eV
- Multiplicity: 1
- E: -364.01647 Ha
- HOMO-LUMO gap: 0.2364 hartree
- Total charge: +1

The geometry in XYZ format:
```
24
C5H16N3 | OMol25 | ωB97M-V/def2-TZVPD
N -1.58851 3.50698 -0.66414
C 0.25130 -0.33364 1.07992
C -0.55466 -1.48726 0.85726
C 0.16314 -2.65170 0.04437
N -0.63817 -3.76648 -0.30470
C -0.04997 0.99830 0.54656
N 1.10592 1.67063 -0.03574
C 1.94388 0.77542 -0.84650
H -1.61684 3.24430 -1.64981
H -2.54434 3.73193 -0.41425
H -1.03796 4.36016 -0.68680
H 0.80504 -0.33226 2.02093
H -0.95308 -1.81115 1.82748
H -1.40023 -1.19188 0.23871
H 0.58864 -2.17982 -0.83214
H 1.04407 -2.99028 0.58342
H -1.00825 -4.23365 0.51521
H -1.38568 -3.56329 -0.95380
H -0.41041 1.64050 1.36701
H -0.82917 0.91751 -0.21281
H 1.66437 2.12101 0.67821
H 2.76639 1.30621 -1.31111
H 2.38795 -0.03793 -0.25856
H 1.29657 0.30638 -1.58875
```


(2)
DFT (ωB97M-V/def2-TZVPD) results for 8 unconnected molecules or ions with the total composition C15H43B2F7O13P in a non-equilibrium geometry.

Output
- Relative energy (zero: lowest compared OMol25 entry of this formula, charge and spin): 691.2 kJ/mol
- HOMO level: -5.24 eV
- Multiplicity: 1
- E: -2665.38816 Ha
- HOMO-LUMO gap: 0.2732 hartree
- Total charge: -1

The geometry in XYZ format:
```
81
C15H43B2F7O13P | OMol25 | ωB97M-V/def2-TZVPD
C 3.89109 1.59825 2.75593
C 3.01066 0.34510 2.11582
O 3.24630 0.34400 0.66458
B 2.54073 -0.75183 -0.02475
O 3.31278 -1.48370 -1.09018
P 0.72997 -1.31168 0.25085
C 1.13297 -3.12902 0.80520
F 0.93572 -3.96649 -0.40600
F 2.58912 -3.29481 1.17379
C 0.28546 -3.61335 2.12376
F 0.74368 -2.95623 3.40509
F 0.62701 -5.07321 2.31404
C -1.34798 -3.56086 1.95557
F -1.90220 -4.59018 2.88787
F -1.82898 -3.88156 0.58694
F -1.95051 -2.24789 2.36243
O 0.52404 -1.67915 -1.47125
C -0.70715 -0.87582 -1.77341
C -0.73259 0.54802 -0.95465
C -2.08561 0.99053 -0.12532
B -1.80301 1.57233 1.38674
O -2.57663 0.99149 2.53353
O -0.79987 2.62422 1.73687
O 0.37169 0.40676 0.01379
H 3.52129 1.81269 3.85238
H 5.04520 1.30120 2.72169
H 3.70530 2.58756 2.11702
H 1.87192 0.64310 2.30104
H 3.21827 -0.67269 2.65578
H 3.31249 -0.83820 -1.87893
H 0.65119 -1.07265 1.67535
H -0.70887 -1.43812 0.26551
H -1.72266 -1.47627 -1.67288
H -0.71632 -0.58185 -2.90704
H -0.66931 1.34848 -1.80597
H -2.73390 -0.00042 -0.00057
H -2.77576 1.75071 -0.71092
H -1.87058 0.70512 3.21113
H 0.05418 2.14869 1.99521
C -5.16796 -1.12382 -2.00808
O -4.30993 -0.98337 -0.89082
H -4.61677 -0.86253 -2.91443
H -5.51017 -2.15921 -2.07805
H -6.02343 -0.45269 -1.89842
H -4.82628 -1.22167 -0.10215
C 1.81554 4.34760 0.54108
O 1.85783 3.97932 1.90738
H 1.45970 3.49722 -0.04526
H 1.13108 5.18934 0.41059
H 2.81828 4.62418 0.20603
H 2.17701 4.75306 2.40222
C -5.91439 -0.72771 -5.67387
O -5.14644 -1.66948 -4.94758
H -6.83556 -0.52083 -5.12415
H -5.34495 0.19792 -5.78788
H -6.16307 -1.13837 -6.65559
H -4.33615 -1.83318 -5.45948
C 5.32334 -3.66437 -3.38063
O 5.59256 -2.35004 -2.92866
H 6.09218 -3.95739 -4.09937
H 5.33929 -4.35290 -2.53227
H 4.34479 -3.69041 -3.86642
H 4.89446 -2.11779 -2.29296
C -4.01890 3.42208 4.85786
O -2.65938 3.16433 4.55877
H -4.07671 3.98228 5.79402
H -4.46415 4.01321 4.05390
H -4.55441 2.47590 4.96846
H -2.63983 2.66645 3.72382
C 3.46599 8.12982 2.48464
O 3.53057 6.76066 2.83881
H 3.56547 8.22144 1.40054
H 2.50351 8.54280 2.79626
H 4.28145 8.67164 2.97013
H 3.43964 6.71092 3.80559
C 0.70340 -5.67531 -4.04260
O 0.74569 -6.04359 -2.67630
H 0.34757 -6.52568 -4.62894
H 0.01894 -4.83357 -4.17309
H 1.70614 -5.39872 -4.37765
H 1.06487 -5.26985 -2.18147
```


(3)
DFT (ωB97M-V/def2-TZVPD) results for a molecular structure, C15H18N2O2S.

Output
- Relative energy (zero: lowest compared OMol25 entry of this formula, charge and spin): 436.1 kJ/mol
- HOMO level: -8.87 eV
- Multiplicity: 1
- E: -1240.44820 Ha
- HOMO-LUMO gap: 0.3080 hartree
- Total charge: 0

The geometry in XYZ format:
```
38
C15H18N2O2S | OMol25 | ωB97M-V/def2-TZVPD
C 1.10866 -0.23562 0.79950
C 0.07707 -0.09681 0.21229
C -1.17617 0.08586 -0.49664
C -1.77887 1.38584 -0.04128
C -2.74117 1.50516 0.91070
C -3.33634 0.27606 1.57702
O -4.02089 -0.55720 0.66003
C -5.24821 -0.02040 0.22089
C -3.22574 2.77491 1.33762
C -2.76946 3.92332 0.80042
C -1.79168 3.83501 -0.20474
N -1.23115 4.85744 -0.86076
S -0.17852 4.25429 -1.88408
N -0.35729 2.67112 -1.57660
C -1.28545 2.59346 -0.62794
H 1.93079 -0.09006 1.44561
H -1.01062 0.10023 -1.56683
H -1.81959 -0.74937 -0.25681
H -2.51838 -0.31951 1.97383
H -3.97125 0.56091 2.41476
H -5.38770 -0.30100 -0.81790
H -6.09046 -0.42123 0.78529
H -5.27897 1.06687 0.27069
H -3.97481 2.78169 2.10846
H -3.14633 4.88419 1.10860
C 4.99968 -3.66871 -0.64093
C 5.03972 -2.47108 -1.58544
C 3.80412 -1.69433 -1.15130
O 3.63658 -1.95274 0.24492
C 4.48650 -3.03057 0.64236
H 5.96272 -4.16046 -0.51200
H 4.28437 -4.40923 -1.00583
H 5.94055 -1.88053 -1.40281
H 5.01860 -2.74172 -2.63991
H 2.90880 -2.04109 -1.67756
H 3.90025 -0.61960 -1.30730
H 5.31000 -2.62309 1.23949
H 3.91868 -3.72389 1.26384
```


(4)
DFT (ωB97M-V/def2-TZVPD) results for C4H4N2 in the gas phase in a non-equilibrium geometry.

Output
- Relative energy (zero: lowest compared OMol25 entry of this formula, charge and spin): 362.4 kJ/mol
- HOMO level: -7.28 eV
- Multiplicity: 1
- E: -264.18841 Ha
- HOMO-LUMO gap: 0.2617 hartree
- Total charge: 0

The geometry in XYZ format:
```
10
C4H4N2 | OMol25 | ωB97M-V/def2-TZVPD
N 1.13334 0.05479 -0.61269
C 0.03572 -0.33245 0.32388
C -0.99024 0.61440 0.43399
C -1.82578 1.49222 0.51456
C -0.01894 -1.71041 0.54606
N 0.02382 -2.86783 0.70331
H 1.03582 -0.32216 -1.56533
H 1.14171 1.07503 -0.68496
H 2.04552 -0.24442 -0.25520
H -2.58096 2.24084 0.59637
```


(5)
DFT (ωB97M-V/def2-TZVPD) results for a molecular structure, C4H12IN2S in a non-equilibrium geometry.

Output
- Relative energy (zero: lowest compared OMol25 entry of this formula, charge and spin): 0.0 kJ/mol
- HOMO level (alpha / beta): -11.41 / -12.80 eV
- Multiplicity: 1
- E: -964.66865 Ha
- HOMO-LUMO gap (alpha / beta): 0.2185 / 0.3274 hartree
- Total charge: +1

The geometry in XYZ format:
```
20
C4H12IN2S | OMol25 | ωB97M-V/def2-TZVPD
C -1.16302 -0.84103 -0.92392
C 0.97377 -1.47299 0.34063
C -0.53041 -1.16543 0.41794
C 1.78899 -0.45175 -0.35096
N -0.29430 2.78548 -0.85014
N -0.73676 -0.01525 1.33326
S 0.73202 2.39795 0.41961
I 3.75224 -0.13228 0.17928
H -0.96025 -1.63468 -1.63692
H -0.77705 0.09192 -1.32452
H -2.24270 -0.75611 -0.82549
H 1.08217 -2.41617 -0.21171
H 1.36102 -1.65940 1.34714
H -1.02127 -2.04661 0.84776
H 1.49792 -0.09140 -1.32263
H -1.26321 2.94021 -0.60944
H 0.07181 3.52588 -1.43638
H -1.72471 0.23499 1.37978
H -0.14219 0.92973 0.95013
H -0.40406 -0.22306 2.27658
```


(6)
DFT (ωB97M-V/def2-TZVPD) results for 2 unconnected molecules or ions with the total composition C4H7NO2.

Output
- Relative energy (zero: lowest compared OMol25 entry of this formula, charge and spin): 159.8 kJ/mol
- HOMO level: -10.83 eV
- Structure (SMILES): C[C@H]1C=NC(=O)O1.[H][H]
- Multiplicity: 1
- E: -361.81999 Ha
- HOMO-LUMO gap: 0.4047 hartree
- Total charge: 0

The geometry in XYZ format:
```
14
C4H7NO2 | OMol25 | ωB97M-V/def2-TZVPD
C 0.11507 1.65046 -0.38689
C 0.17047 0.13103 -0.41336
C -0.54176 -0.52711 0.73660
N -1.50102 -1.28153 0.38057
C -1.53606 -1.22081 -1.05765
O -2.29595 -1.79753 -1.77126
O -0.55355 -0.38810 -1.51889
H -0.92228 1.99030 -0.31029
H 0.54975 2.05758 -1.30346
H 0.67926 2.03697 0.46857
H 1.20761 -0.22236 -0.47731
H -0.27863 -0.37026 1.78141
H 2.56214 -0.55138 1.88236
H 2.31326 -1.25218 1.87572
```